(1)
A molecular structure, C38H59N4O6PRuSe, computed with ωB97M-V/def2-TZVPD.

Geometry as XYZ:
```
110
Properties=species:S:1:pos:R:3:forces:R:3
Ru -0.3993 0.4784 -0.4021 -0.27 0.06 0.25
O 1.0637 -2.5111 -0.0777 -0.13 -0.14 0.35
C 1.1004 -2.5462 1.3348 -0.04 -0.07 -0.14
C 1.3029 -1.1996 1.9984 0.00 0.17 0.05
N 0.2068 -0.2225 1.8869 0.00 0.05 0.13
C -1.0509 -0.7424 2.4284 0.27 0.07 0.15
C -1.7752 -1.6604 1.4616 -0.05 -0.22 -0.40
O -2.5548 -2.4933 1.9096 0.04 0.03 -0.01
O -1.5238 -1.4344 0.2189 0.08 -0.21 0.22
C 0.6233 1.0113 2.5693 -0.20 -0.14 0.14
C 1.3422 1.9987 1.6632 0.15 0.22 -0.36
O 2.2014 2.7241 2.1655 -0.08 -0.01 -0.06
O 0.9463 2.0138 0.4467 0.37 0.04 0.19
H 0.1548 -2.2693 -0.3389 0.00 -0.05 0.02
H 1.9708 -3.1450 1.6191 0.00 -0.06 -0.05
H 0.2213 -3.0527 1.7469 -0.01 -0.01 -0.04
H 2.2072 -0.7308 1.6004 -0.03 -0.01 -0.04
H 1.4780 -1.3990 3.0684 0.05 0.02 0.02
H -1.7171 0.1059 2.5797 -0.04 -0.02 0.02
H -0.9143 -1.2529 3.3880 0.03 -0.01 0.04
H 1.2585 0.7998 3.4328 -0.01 -0.03 0.08
H -0.2684 1.5287 2.9310 0.00 0.02 -0.03
C 5.0004 -3.1223 -0.9117 -0.11 -0.04 0.03
N 4.3421 -2.2064 -1.8414 0.36 0.15 -0.06
N 3.8247 -1.0599 -1.2338 0.08 0.02 0.28
C 2.5295 -0.8289 -1.6747 -0.22 0.29 0.07
O 1.8761 0.1498 -1.3133 0.15 -0.19 -0.28
C 2.2368 -1.9063 -2.5942 0.10 0.06 -0.07
C 3.3113 -2.7092 -2.6220 -0.12 -0.17 -0.14
C 3.4842 -4.0243 -3.2975 -0.02 0.01 -0.04
C 4.7101 -0.0832 -0.7101 -0.15 -0.11 -0.20
C 6.0551 -0.0996 -1.0679 0.10 0.02 0.05
C 6.9114 0.8615 -0.5480 -0.06 0.00 0.01
C 6.4296 1.8492 0.3011 -0.01 -0.01 0.01
C 5.0797 1.8734 0.6303 -0.02 -0.02 -0.03
C 4.2186 0.9055 0.1359 0.04 0.06 0.01
H 5.6380 -2.5493 -0.2447 0.03 0.02 -0.02
H 5.6251 -3.8117 -1.4764 -0.02 -0.03 -0.02
H 4.2747 -3.6837 -0.3150 -0.02 0.02 0.02
H 1.3010 -2.0243 -3.1118 0.02 0.01 0.00
H 2.6520 -4.1918 -3.9778 0.01 0.00 0.00
H 3.4968 -4.8397 -2.5705 0.00 0.01 0.00
H 4.4163 -4.0596 -3.8642 0.00 0.00 0.00
H 6.4200 -0.8464 -1.7608 -0.01 0.02 0.01
H 7.9578 0.8441 -0.8272 0.00 0.00 0.01
H 7.1014 2.6019 0.6953 -0.01 -0.01 -0.01
H 4.6580 2.6422 1.2671 0.03 -0.04 0.00
H 3.1648 0.9527 0.3551 0.03 0.02 0.01
C -3.3735 2.6820 2.7874 -0.02 0.06 0.01
C -3.1301 3.5665 1.5535 -0.02 0.05 0.02
C -4.0939 4.7562 1.6186 0.02 0.00 0.10
C -1.6804 4.0798 1.6807 -0.02 -0.05 -0.01
P -3.2360 2.4739 0.0071 0.21 0.07 0.11
N -1.9484 1.5931 -0.0392 -0.27 0.10 -0.05
C -3.3329 3.5853 -1.5138 0.02 -0.01 -0.05
C -4.6468 4.3494 -1.7074 0.02 0.07 -0.02
C -2.1703 4.5890 -1.4282 -0.02 0.00 -0.03
C -3.0703 2.7378 -2.7711 -0.01 0.09 -0.04
C -4.7795 1.4048 0.0999 0.01 -0.06 -0.01
C -5.0334 0.8017 -1.2908 -0.05 -0.09 0.02
C -6.0559 2.1126 0.5664 -0.04 -0.05 -0.02
C -4.4836 0.2032 1.0146 -0.07 0.02 0.03
H -3.1095 3.2613 3.6773 -0.02 -0.02 -0.01
H -2.7502 1.7892 2.7703 0.02 0.05 -0.02
H -4.4101 2.3713 2.8949 -0.04 0.01 -0.02
H -3.9742 5.2461 2.5919 0.01 -0.02 -0.03
H -5.1394 4.4635 1.5284 -0.02 -0.01 -0.01
H -3.8802 5.5046 0.8577 0.04 0.00 -0.01
H -1.4838 4.3108 2.7319 0.01 0.02 -0.03
H -1.5056 4.9886 1.1111 -0.01 0.01 -0.02
H -0.9610 3.3323 1.3447 -0.02 0.01 0.02
H -4.9182 4.9667 -0.8531 0.00 0.00 0.00
H -5.4816 3.6853 -1.9264 0.00 -0.04 -0.01
H -4.5317 5.0164 -2.5693 0.00 -0.03 0.02
H -2.3421 5.3684 -0.6886 -0.02 0.01 0.02
H -2.0739 5.0792 -2.4018 -0.01 0.00 0.03
H -1.2228 4.0936 -1.2060 -0.04 -0.02 0.02
H -3.9431 2.1822 -3.1016 0.03 0.05 -0.02
H -2.2677 2.0240 -2.6153 0.15 -0.11 0.01
H -2.7789 3.4127 -3.5826 -0.02 -0.03 0.01
H -5.4318 1.5276 -1.9974 -0.02 0.01 0.02
H -5.7821 0.0111 -1.1775 0.02 0.03 -0.01
H -4.1332 0.3452 -1.7086 0.01 0.03 0.02
H -6.3023 2.9884 -0.0338 0.01 0.01 -0.01
H -6.0119 2.4177 1.6104 0.03 0.00 0.03
H -6.8895 1.4078 0.4730 0.02 0.02 0.01
H -3.5558 -0.2889 0.7310 -0.10 0.07 -0.12
H -5.2941 -0.5223 0.8922 0.04 0.02 0.04
H -4.4341 0.4599 2.0703 0.00 0.01 -0.02
C 1.7259 0.2536 -8.0957 0.00 0.00 0.03
C 1.0348 0.0671 -6.7678 0.03 0.02 -0.05
C 0.2938 -1.0713 -6.4901 -0.06 -0.07 0.04
C -0.3447 -1.2580 -5.2666 0.07 0.00 -0.11
C -1.1120 -2.5385 -5.0547 0.03 0.04 -0.04
C -0.2576 -0.2679 -4.2646 0.15 -0.12 0.01
Se -1.1511 -0.6939 -2.6147 -0.16 0.08 -0.31
C 0.4838 0.8962 -4.5383 0.02 0.01 -0.04
C 0.6515 2.0531 -3.5864 0.00 -0.06 0.00
C 1.1118 1.0314 -5.7765 -0.03 0.04 0.02
H 1.5867 -0.6193 -8.7358 0.00 0.01 0.02
H 2.8006 0.4074 -7.9688 -0.03 -0.01 0.01
H 1.3360 1.1237 -8.6304 0.00 -0.01 0.02
H 0.2113 -1.8499 -7.2445 0.00 0.02 0.02
H -1.0209 -3.1831 -5.9319 -0.01 0.02 0.02
H -2.1702 -2.3430 -4.8696 0.01 0.02 0.01
H -0.7548 -3.0787 -4.1752 0.01 0.00 0.00
H 0.1634 1.8832 -2.6357 -0.14 -0.03 0.14
H 0.2359 2.9645 -4.0236 -0.02 0.00 0.00
H 1.7065 2.2344 -3.3738 -0.01 -0.03 0.00
H 1.6843 1.9380 -5.9633 -0.02 -0.03 0.01
```
Positions in Å, forces in eV/Å.

LUMO energy (alpha / beta), eV: 2.456 / 2.454
ΔE to the lowest compared entry with this formula, charge and spin, kcal per mole: 6.1
Total charge: -1
Spin multiplicity: 6
HOMO level (alpha / beta), hartree: -0.1481 / -0.1579
HOMO-LUMO gap (alpha / beta), eV: 6.485 / 6.750

=====

(2)
3 unconnected molecules or ions with the total composition C38H60N3O5 at a distorted geometry, computed with ωB97M-V/def2-TZVPD.

Geometry as XYZ:
```
106
Properties=species:S:1:pos:R:3:forces:R:3
C 9.5916 2.7740 3.2264 0.77 0.21 -0.29
C 10.0042 2.8523 1.6874 -0.91 0.30 0.49
C 8.7164 3.0057 0.7570 0.93 -0.23 -0.82
C 8.7081 1.8585 -0.3524 0.18 0.31 0.82
C 8.2027 0.5046 0.3055 -0.27 -0.02 -1.62
C 7.1097 -0.2390 -0.5882 0.27 0.04 0.52
C 5.8641 0.6770 -0.9424 0.26 -0.54 0.17
C 4.4833 -0.0247 -0.6182 -0.31 0.37 0.37
C 3.6756 -0.5149 -1.8910 0.21 0.73 0.21
C 2.1250 -0.1994 -1.8249 0.14 -0.53 0.03
C 1.4220 -0.7351 -0.5162 -0.47 -0.49 -0.06
C 1.0957 -2.2866 -0.6529 0.38 0.32 -0.25
C -0.4186 -2.6564 -0.4000 0.75 -0.33 0.22
C -0.9161 -2.2671 1.0570 0.10 -0.15 -0.64
C -2.3337 -2.8926 1.4206 0.16 -0.15 -0.70
C -3.5783 -1.9556 1.0527 1.16 0.40 -0.39
C -4.1716 -1.1394 2.2682 0.00 -0.89 0.10
C -5.5869 -1.6225 2.7713 -0.65 0.91 0.22
C -6.6880 -1.7394 1.6508 -0.06 -0.45 -0.21
C -6.9662 -0.3889 0.8770 -0.09 -0.31 0.43
C -8.3152 0.2979 1.2247 0.62 -1.13 0.16
C -9.4737 -0.1373 1.9302 2.63 2.06 -1.99
N -10.3323 0.9996 1.8610 1.28 -0.08 -0.55
C -9.7431 1.9839 1.1623 1.18 2.04 -1.16
C -10.2263 3.4054 0.7495 -0.56 -1.03 0.29
C -11.4286 3.2920 -0.2839 -0.62 0.93 -0.40
O -12.0752 2.0157 -0.1929 0.08 0.18 0.65
C -10.9647 3.5130 -1.8134 -0.51 -0.61 0.07
N -10.8442 2.2398 -2.5711 0.31 1.00 0.57
N -8.4785 1.6238 0.7458 -3.21 -2.61 2.47
H 10.1711 1.9414 3.7158 -0.75 0.90 -0.25
H 9.8660 3.7473 3.7154 -0.26 -0.98 -0.24
H 8.4899 2.6342 3.3804 1.04 -0.09 -0.23
H 10.6755 3.7445 1.5435 -0.61 -0.94 0.08
H 10.5932 1.9470 1.3929 -0.60 0.70 0.26
H 8.7562 4.0222 0.2717 -0.22 -0.99 0.43
H 7.7741 2.9279 1.3617 0.84 0.17 -0.54
H 8.1253 2.1800 -1.2543 0.27 -0.40 0.84
H 9.7683 1.6963 -0.6960 -0.98 0.30 0.19
H 7.6940 0.7249 1.2813 0.76 -0.31 -0.67
H 9.0961 -0.1768 0.4044 -1.28 0.78 0.42
H 6.7869 -1.1296 0.0294 0.17 0.82 -0.77
H 7.5459 -0.6440 -1.5397 -0.16 0.35 0.84
H 5.8984 0.9043 -2.0390 -0.05 0.01 0.93
H 5.9886 1.6510 -0.3897 -0.35 -0.94 -0.50
H 3.8303 0.6823 -0.0227 0.67 -0.60 -0.71
H 4.6721 -0.8924 0.0803 -0.23 0.85 -0.74
H 4.0645 0.0601 -2.7839 -0.29 -0.83 0.81
H 3.8994 -1.6064 -2.0306 -0.47 0.94 -0.11
H 1.9522 0.9043 -1.9917 0.31 -1.03 0.39
H 1.6612 -0.7313 -2.7113 0.29 0.65 0.87
H 2.0523 -0.5991 0.4066 -0.53 0.15 -1.02
H 0.4411 -0.2139 -0.3187 1.08 -0.27 -0.35
H 1.3722 -2.5814 -1.7084 -0.39 0.09 1.05
H 1.8054 -2.8564 0.0134 -0.95 0.34 -0.51
H -1.0133 -2.1630 -1.2141 0.24 -0.36 0.79
H -0.4903 -3.7755 -0.5516 -0.18 1.12 0.22
H -0.1034 -2.6186 1.7582 -0.99 0.35 -0.52
H -0.9639 -1.1479 1.0939 0.05 -0.97 0.26
H -2.4462 -3.8230 0.7895 0.18 0.80 0.77
H -2.3397 -3.2318 2.4922 -0.20 0.46 -0.91
H -3.1879 -1.1927 0.2957 -0.58 -1.14 0.94
H -4.3158 -2.5918 0.5007 0.33 0.65 0.69
H -3.4521 -1.2595 3.1300 -0.76 0.36 -0.83
H -4.2207 -0.0471 2.0203 0.09 -0.90 0.22
H -5.5669 -2.5723 3.3697 0.23 0.75 -0.75
H -5.9556 -0.8255 3.4904 0.37 -0.86 -0.57
H -6.3799 -2.5154 0.8944 -0.30 0.79 0.78
H -7.6520 -2.1345 2.0903 1.05 0.42 -0.35
H -6.1240 0.3233 1.1070 -0.89 -0.50 -0.21
H -6.9174 -0.5900 -0.2256 -0.23 0.31 0.88
H -9.6195 -1.1335 2.3877 -0.35 1.20 -0.27
H -11.2694 1.0774 2.2528 0.33 -0.02 -0.33
H -9.3902 3.9744 0.2524 -0.70 -0.83 0.61
H -10.4874 3.9793 1.6771 -0.04 -0.56 -0.87
H -12.1913 4.0625 0.0283 0.93 -0.47 -0.51
H -12.9771 2.0544 -0.5580 0.58 0.21 0.19
H -11.7856 4.0788 -2.3321 1.07 -0.15 0.52
H -9.9780 4.0568 -1.8520 -1.15 -0.32 -0.05
H -11.7663 1.8516 -2.7606 0.44 -0.05 0.16
H -10.2851 1.5707 -2.0421 -0.39 0.01 -0.31
H -7.8051 2.1780 0.2247 -0.38 -0.17 0.22
C 9.9931 -4.3342 1.2355 -0.01 -0.21 -0.01
C 10.2735 -5.3886 0.4718 -0.06 0.07 0.20
C 10.6193 -5.2301 -0.9596 0.06 -0.22 -0.15
O 10.8729 -6.1903 -1.6568 -0.04 0.12 0.08
C 10.6428 -3.8543 -1.5080 -0.02 0.22 -0.01
C 10.3624 -2.8002 -0.7440 0.05 -0.05 -0.18
C 10.0167 -2.9591 0.6872 -0.05 0.16 0.15
O 9.7625 -1.9974 1.3848 0.16 -0.32 0.01
H 9.7376 -4.4310 2.2832 0.00 0.05 0.00
H 10.2618 -6.4006 0.8564 0.02 -0.01 -0.05
H 10.8982 -3.7572 -2.5556 0.00 -0.05 0.00
H 10.3741 -1.7878 -1.1289 -0.01 0.01 0.03
C -2.3006 1.7587 -3.6280 0.15 -0.11 0.11
C -1.7457 1.1753 -2.5662 0.02 0.03 -0.18
C -2.4496 1.1200 -1.2658 0.26 -0.08 0.07
O -1.9440 0.5900 -0.2969 -0.16 0.23 -0.08
C -3.7940 1.7357 -1.1891 -0.22 0.09 -0.08
C -4.3490 2.3188 -2.2494 -0.05 -0.09 0.28
C -3.6449 2.3747 -3.5524 -0.01 0.12 -0.35
O -4.1525 2.9042 -4.5178 -0.01 -0.06 0.18
H -1.8005 1.8093 -4.5868 -0.04 0.03 -0.01
H -0.7635 0.7190 -2.6036 0.00 -0.01 0.06
H -4.2932 1.6846 -0.2288 0.08 -0.02 0.05
H -5.3306 2.7751 -2.2119 0.02 0.04 -0.09
```
Positions in Å, forces in eV/Å.

LUMO energy, eV: -3.580
Total charge: +1
HOMO level, hartree: -0.4050
HOMO-LUMO gap, eV: 7.440

=====

no.,electronic energy (Eh)
1,-4991.5965
2,-2024.0122